This record from OMol25 describes a cluster of 3 separate species, C4H17N2O2 in total. The level of theory is wB97M-V/def2-TZVPD.

Calculated values
Net charge ... +1
Energy relative to the best compared isomer or geometry (same formula, charge and spin) ... 218.57 kJ/mol
Orbital gap ... 10.39 eV
Lowest unoccupied orbital energy ... -2.84 eV

Structure (XYZ):
```
25
C4H17N2O2 wB97M-V/def2-TZVPD
C -1.8389 -1.3238 -0.9259
N -1.2046 -2.6553 -0.6924
C -0.9186 -0.1868 -0.4076
N -1.4042 1.2350 -0.9704
C -0.3672 2.3318 -0.8881
C -0.7772 0.0710 1.0454
H -2.8362 -1.0803 -0.5473
H -1.8328 -1.3801 -2.0508
H -1.1626 -2.7636 0.3058
H -1.7433 -3.3868 -1.1783
H -0.0232 -0.2948 -1.0671
H -2.1917 1.6087 -0.4248
H -1.7068 1.1011 -1.9315
H -0.2730 2.8145 0.0845
H -0.4658 2.8074 -1.8807
H 0.6623 1.8650 -1.0429
H -0.6857 -1.0036 1.5475
H -1.7277 0.4254 1.5406
H 0.1386 0.5588 1.3366
H 3.5805 -2.2032 1.2931
H 4.3683 -0.9097 1.0080
O 3.4833 -1.2727 1.0791
H 2.4797 2.3631 1.4993
H 2.4003 0.8473 1.0700
O 1.8613 1.6556 1.3018
```

This record from OMol25 describes a cluster of 3 separate species, C4H17N2O2 in total. The level of theory is wB97M-V/def2-TZVPD.

Calculated values
Net charge ... +1
Energy relative to the best compared isomer or geometry (same formula, charge and spin) ... 73.51 kJ/mol
Orbital gap ... 10.64 eV
Lowest unoccupied orbital energy ... -2.61 eV

Structure (XYZ):
```
25
C4H17N2O2 wB97M-V/def2-TZVPD
C 1.5655 -1.8079 -0.2961
N 2.2206 -1.1891 0.8615
C 0.0772 -1.7486 -0.0477
N -0.4391 -0.3733 -0.3347
C -1.9643 -0.2450 -0.2693
C -2.4338 0.3963 1.0052
H 1.8599 -1.2482 -1.1774
H 1.8366 -2.8572 -0.4104
H 3.0360 -0.6385 0.6564
H 2.4194 -1.8532 1.5900
H -0.5769 -2.4517 -0.5590
H -0.1877 -1.9555 0.9824
H -0.0437 0.2216 0.3943
H -0.0823 -0.0683 -1.2356
H -2.3724 -1.2041 -0.5719
H -2.1298 0.4412 -1.0894
H -1.7100 0.5054 1.8126
H -2.8561 1.4030 0.9275
H -3.2266 -0.2144 1.4295
H 0.7750 2.7250 -1.6378
H 0.0915 2.4398 -2.9805
O 0.2150 2.0849 -2.0879
H 0.2704 2.8241 1.4444
H 1.2806 1.7587 1.8163
O 0.4967 1.8982 1.2625
```

This record from OMol25 describes a structure of composition C4H17NOPZn. The level of theory is wB97M-V/def2-TZVPD.

Calculated values
Net charge ... -1
Orbital gap (spin up / spin down) ... 3.52 / 1.92 eV
Lowest unoccupied orbital energy (spin up / spin down) ... 2.44 / 2.52 eV

Structure (XYZ):
```
25
C4H17NOPZn wB97M-V/def2-TZVPD
C -2.1606 0.9979 -1.9685
Zn 1.3183 0.0787 1.2196
N 2.7242 -1.1159 0.3819
H -2.5955 1.0117 -2.9904
H 3.4164 -0.5143 -0.0866
H -2.6588 1.8508 -1.5212
H -1.0636 0.9428 -2.3068
H -1.4440 1.7090 -1.2406
H -2.4918 0.1545 -1.3614
H 3.2079 -1.6343 1.1572
H 2.3605 -1.7886 -0.2978
C 1.3480 -0.1687 5.5894
P 0.1704 -0.1884 4.2722
C -1.0105 -1.5002 4.3344
C -0.6562 1.3592 4.0673
O 1.0453 -0.4621 3.0299
H 2.1167 -0.9416 5.4256
H 0.8462 -0.3485 6.5463
H 1.8567 0.8071 5.6201
H -1.3625 -1.6355 5.3649
H -1.8678 -1.2647 3.6866
H -0.5686 -2.4399 3.9745
H 0.0491 2.1697 3.8296
H -1.3965 1.3073 3.2535
H -1.1832 1.6144 4.9997
```

This record from OMol25 describes a cluster of 10 separate species, C4H18BO17 in total. The level of theory is wB97M-V/def2-TZVPD.

Calculated values
Net charge ... -1
Energy relative to the best compared isomer or geometry (same formula, charge and spin) ... 202.41 kJ/mol
Orbital gap ... 9.74 eV
Lowest unoccupied orbital energy ... 2.00 eV

Structure (XYZ):
```
40
C4H18BO17 wB97M-V/def2-TZVPD
O 2.2395 2.0183 1.7278
C 1.0749 1.7050 1.3648
O 0.6660 0.8725 0.4030
B -0.7626 0.4870 0.5363
O -1.2220 1.5292 1.4770
C -0.1571 2.1871 1.9846
O -0.1907 3.0599 2.8575
O -1.0575 -0.8575 0.9919
C -1.5960 -1.5583 0.0617
O -1.7682 -2.7556 0.0323
C -1.8910 -0.5976 -1.1463
O -1.4009 0.5705 -0.7478
O -2.4871 -0.9109 -2.1471
O -5.4173 1.0212 2.5824
H -4.5077 1.2398 2.7849
H -5.7152 1.7339 2.0170
O 7.5562 4.3744 2.9176
H 7.5006 3.9364 2.0683
H 6.7085 4.8070 3.0205
O -0.6193 2.2202 -5.3765
H -1.4039 2.7649 -5.4395
H -0.8780 1.4912 -4.8126
O 2.4274 -3.0138 0.6070
H 1.6460 -2.6390 1.0134
H 2.0936 -3.5179 -0.1351
O 5.7693 -0.4109 0.1895
H 5.3998 0.2967 0.7178
H 5.0104 -0.8249 -0.2215
O -4.2712 -6.7014 -5.0170
H -4.4595 -5.7655 -5.0861
H -3.4307 -6.7440 -4.5609
O 1.7707 8.3384 6.4546
H 2.1956 7.7035 7.0313
H 1.0265 7.8647 6.0830
O -1.8393 -1.7790 -7.5165
H -2.0631 -0.8585 -7.6539
H -2.5525 -2.1215 -6.9777
O -1.0766 -6.7726 2.6834
H -0.7376 -6.0640 3.2302
H -1.5798 -6.3291 2.0005
```

This record from OMol25 describes a cluster of 10 separate species, C4H18BO17 in total. The level of theory is wB97M-V/def2-TZVPD.

Calculated values
Expectation value of S² ... 0.758
Energy relative to the best compared isomer or geometry (same formula, charge and spin) ... 41.70 kJ/mol
Multiplicity ... 2
Orbital gap (spin up / spin down) ... 6.93 / 2.51 eV
Lowest unoccupied orbital energy (spin up / spin down) ... -3.76 / -8.18 eV

Structure (XYZ):
```
40
C4H18BO17 wB97M-V/def2-TZVPD
O 2.5060 1.9733 2.5614
C 1.5560 1.4327 1.9862
O 1.3173 1.3223 0.7506
B 0.0344 0.5816 0.5106
O -0.5126 0.3441 1.8366
C 0.2938 0.8546 2.7249
O 0.1175 0.8040 3.9451
O 0.2878 -0.7440 -0.1005
C -0.2779 -0.8506 -1.2550
O -0.1503 -1.7515 -2.0544
C -1.0359 0.4503 -1.4888
O -0.9163 1.2350 -0.4025
O -1.7822 0.6446 -2.4418
O -4.4040 -0.2190 -2.9135
H -4.2221 -0.3822 -1.9881
H -3.6889 0.3480 -3.2022
O -1.8988 -2.5321 -4.5353
H -1.7555 -1.9661 -3.7767
H -1.7967 -1.9523 -5.2900
O -2.7872 1.8241 -4.9984
H -2.1601 1.3268 -5.5234
H -2.3211 2.0143 -4.1843
O -0.6151 -5.0772 -1.3680
H 0.0411 -4.4738 -1.0195
H -1.4465 -4.6148 -1.2625
O 1.4447 -1.2154 -4.4526
H 1.6802 -0.4110 -3.9904
H 1.0536 -1.7730 -3.7801
O 2.5027 3.1516 5.3727
H 1.8010 3.7774 5.5522
H 2.3948 2.9288 4.4481
O 4.7190 3.0901 0.9192
H 3.7993 2.8263 0.9458
H 5.1416 2.5552 1.5911
O -2.0294 -1.3082 4.7114
H -1.2713 -1.2617 4.1289
H -2.6142 -0.6174 4.3998
O 2.5858 -0.8243 4.8409
H 2.7168 -1.0271 3.9146
H 1.6926 -0.4832 4.8878
```

This record from OMol25 describes a structure of composition C4H18F3O9Y2. The level of theory is wB97M-V/def2-TZVPD.

Calculated values
Net charge ... +3
Energy relative to the best compared isomer or geometry (same formula, charge and spin) ... 19.64 kJ/mol
Orbital gap ... 4.62 eV
Lowest unoccupied orbital energy ... -12.16 eV

Structure (XYZ):
```
36
C4H18F3O9Y2 wB97M-V/def2-TZVPD
Y 1.9533 23.2944 -2.0560
Y 4.0069 21.0981 -4.3030
O 2.3507 21.1928 -2.8038
H 1.8832 20.4642 -2.3510
O 3.6212 23.2714 -3.7400
H 3.9258 24.1613 -4.0043
C 2.8108 26.9412 -2.3156
O 1.5714 27.7038 -2.1490
O 2.3959 25.5874 -2.4955
C 3.8589 27.6374 -3.3106
F 4.5934 28.5952 -2.7250
F 4.6824 26.7187 -3.8916
F 3.1677 28.1276 -4.3336
C 1.5713 28.8995 -1.3505
C 0.3581 29.6950 -1.7482
H 0.5525 30.7499 -1.5543
H 0.2018 29.6040 -2.8231
H -0.5888 29.3585 -1.3259
H 2.4318 29.5669 -1.3994
H 1.5293 28.4891 -0.3416
H 3.2490 26.9681 -1.3179
O 5.3859 21.3054 -2.3239
H 4.9386 21.6148 -1.5362
H 6.3159 21.3357 -2.0993
O 6.1295 22.2259 -4.7447
H 6.1877 23.1797 -4.8014
H 6.7718 21.9082 -5.3792
O 3.5977 22.1933 -6.3482
H 3.7523 23.1355 -6.4151
H 2.9822 22.0003 -7.0555
O 5.7457 24.8838 -5.6008
H 5.6839 25.6862 -5.0826
H 4.9886 24.9168 -6.1856
O 3.0622 25.0365 -6.4714
H 2.4902 25.0530 -5.7040
H 2.5146 24.6806 -7.1712
```

This record from OMol25 describes a structure of composition C4H18HfO7. The level of theory is wB97M-V/def2-TZVPD.

Calculated values
Energy relative to the best compared isomer or geometry (same formula, charge and spin) ... 0.00 kJ/mol
Orbital gap ... 9.05 eV
Lowest unoccupied orbital energy ... -0.35 eV

Structure (XYZ):
```
30
C4H18HfO7 wB97M-V/def2-TZVPD
Hf -5.0035 -22.6926 -2.2153
C -4.8470 -24.0146 -5.1859
O -5.3361 -23.6866 -3.8858
H -5.3093 -23.2444 -5.9019
H -5.1024 -25.0516 -5.5931
H -3.7389 -23.8198 -5.1650
C -7.9612 -22.1040 -2.3909
O -6.7040 -21.7228 -1.9979
H -8.4685 -21.1686 -2.7157
H -8.5119 -22.5908 -1.6034
H -7.7394 -22.6736 -3.2752
C -5.8648 -23.9184 0.4067
O -5.5542 -24.0244 -0.9423
H -6.2389 -22.9500 0.4679
H -5.0311 -24.1729 1.0297
H -6.7181 -24.5916 0.5321
C -2.2106 -24.1087 -1.3328
O -3.1386 -23.3109 -2.1244
H -2.8096 -24.4573 -0.4246
H -1.4806 -23.4226 -0.8658
H -1.7690 -24.9330 -1.9431
O -4.3341 -21.4611 -0.5614
H -4.7739 -20.7903 0.0371
H -3.4298 -21.3460 -0.1872
O -2.5838 -24.3336 2.0702
H -2.3525 -24.9469 1.3490
H -3.4553 -23.9817 1.8411
O -8.3230 -21.0837 0.7441
H -9.1648 -21.0189 0.3287
H -7.8672 -21.7001 0.1541
```

This record from OMol25 describes a cluster of 5 separate species, C4H18N2O5 in total. The level of theory is wB97M-V/def2-TZVPD.

Calculated values
Energy relative to the best compared isomer or geometry (same formula, charge and spin) ... 336.28 kJ/mol
Structure (SMILES) ... NCC[C@@H](N)C=O.O.O.O.O
Orbital gap ... 9.08 eV
Lowest unoccupied orbital energy ... 0.03 eV

Structure (XYZ):
```
29
C4H18N2O5 wB97M-V/def2-TZVPD
O -1.8377 -2.3244 0.3941
C -0.8480 -2.2541 -0.3065
C 0.3417 -1.5986 0.4263
C 1.5243 -1.4042 -0.5882
C 0.9922 -1.1712 -2.0163
N 0.0597 -0.0906 -2.3002
N -0.1148 -0.2990 1.0001
H -0.8589 -2.7529 -1.2207
H 0.6474 -2.3400 1.1874
H 2.0966 -0.5852 -0.1770
H 2.1246 -2.3166 -0.5466
H 1.9110 -0.9415 -2.6555
H 0.6148 -2.0724 -2.5051
H -0.7420 -0.1534 -1.6588
H 0.3984 0.8309 -2.0110
H 0.3511 -0.1021 1.8498
H -1.0927 -0.3104 1.0647
H 2.6375 1.8273 1.8605
H 1.6579 1.3658 0.7823
O 2.4515 1.1184 1.2543
H 1.2937 2.7228 2.5876
H 0.2872 3.7520 2.0133
O 1.0930 3.2771 1.8330
H -2.4425 0.4692 -1.0382
H -3.5845 -0.6393 -1.4301
O -3.2472 0.0193 -0.8338
H -1.1821 2.0554 0.7502
H -2.4871 2.2643 1.4432
O -2.0451 1.6533 0.8414
```

Here are the calculated energy numbers, same order: -422.30945; -422.36470; -2413.00509; -1467.46252; -1467.19613; -1215.75915; -737.95163; -648.84171 (Ha).